# C34H33CuN6STe

C34H33CuN6STe as an isolated structure at a distorted geometry (ωB97M-V/def2-TZVPD, the Open Molecules 2025 dataset).

Geometry as XYZ:
```
76
C34H33CuN6STe, DFT ωB97M-V/def2-TZVPD
Cu 1.13 -0.49 0.60
C 0.34 -0.49 4.05
N 1.28 -0.48 2.94
C 2.53 -0.63 3.18
C 3.49 -0.64 2.11
C 4.89 -0.64 2.15
C 5.32 -0.61 0.82
C 4.15 -0.61 0.04
N 3.05 -0.62 0.81
C 0.27 -1.81 4.79
C 0.13 -3.00 4.08
C 0.06 -4.21 4.75
C 0.12 -4.25 6.14
C 0.27 -3.07 6.85
C 0.35 -1.85 6.17
H -0.64 -0.26 3.63
H 0.58 0.30 4.76
H 2.91 -0.74 4.20
H 5.50 -0.65 3.04
H 6.33 -0.59 0.45
H 4.07 -0.61 -1.04
H 0.06 -2.96 2.99
H -0.06 -5.13 4.19
H 0.05 -5.19 6.67
H 0.32 -3.08 7.94
H 0.46 -0.93 6.73
S -0.53 -2.17 0.53
C -1.77 -0.98 0.39
N -3.03 -1.29 0.56
N -3.90 -0.18 0.46
C -4.26 0.58 1.51
C -5.27 1.55 1.39
C -5.62 2.35 2.47
C -4.99 2.21 3.70
C -4.00 1.24 3.83
C -3.64 0.43 2.77
N -1.49 0.39 0.05
N -0.34 0.78 0.29
C -0.19 2.19 0.18
C -1.26 3.06 0.33
C -1.05 4.43 0.26
C 0.22 4.94 0.02
C 1.29 4.06 -0.08
C 1.10 2.70 0.01
H -4.32 -0.01 -0.44
H -5.78 1.67 0.44
H -6.40 3.09 2.34
H -5.25 2.86 4.53
H -3.51 1.11 4.79
H -2.88 -0.34 2.88
H -2.24 2.65 0.52
H -1.89 5.11 0.39
H 0.38 6.01 -0.08
H 2.30 4.45 -0.22
H 1.92 2.00 -0.06
C 1.53 -0.58 -8.92
C 1.22 -0.59 -7.45
C 0.10 -1.23 -6.94
C -0.22 -1.19 -5.58
C -1.42 -1.95 -5.10
C 0.58 -0.46 -4.68
Te -0.06 -0.17 -2.65
C 1.76 0.12 -5.18
C 2.77 0.81 -4.28
C 2.06 0.06 -6.54
H 0.77 -1.13 -9.49
H 2.50 -1.03 -9.14
H 1.55 0.45 -9.31
H -0.54 -1.78 -7.62
H -1.80 -2.64 -5.86
H -2.23 -1.27 -4.81
H -1.18 -2.52 -4.20
H 2.48 0.70 -3.24
H 2.83 1.88 -4.51
H 3.76 0.37 -4.42
H 2.96 0.53 -6.91
```

The calculation puts the total energy at -107502.201 eV. The total charge is -2. As for the relative energy (zero: lowest compared OMol25 entry of this formula, charge and spin): 17.9 kcal/mol. Its multiplicity is 1.

Results of the Mulliken charge analysis, in e, for atoms 1 through 5:
1 Cu -0.475
2 C -0.880
3 N 0.137
4 C 0.170
5 C 0.052